Entry 1:
This record from OMol25 describes one molecule with the formula C9H16NO3P at a distorted geometry. The level of theory is ωB97M-V with the def2-TZVPD basis set.

Atoms and positions in Å:
1 C -3.38 0.16 1.18
2 H -4.14 0.91 1.01
3 C 1.94 0.87 2.63
4 H -3.49 -1.28 -0.52
5 C 0.91 -0.83 0.62
6 H -2.43 0.60 1.54
7 H 1.09 1.88 -2.28
8 N 0.47 -3.25 0.11
9 P -0.24 0.23 -0.38
10 H 2.19 -1.65 3.50
11 H 3.41 -1.26 2.25
12 H -3.68 -0.62 1.84
13 C 0.78 -2.15 0.26
14 O -0.29 1.68 -0.11
15 C 0.23 1.23 -2.67
16 H 1.39 0.06 -4.31
17 H -3.46 0.36 -0.95
18 C 2.41 -1.61 2.36
19 H 1.58 0.72 3.59
20 O 0.32 0.06 -1.88
21 C -2.96 -0.39 -0.19
22 H -0.33 0.72 -4.66
23 H 1.56 1.77 2.18
24 O -1.54 -0.68 -0.21
25 H 2.19 -2.62 1.87
26 C 0.61 0.95 -4.17
27 H 2.95 0.85 2.80
28 H 1.02 1.91 -4.61
29 H -0.69 1.84 -2.57
30 C 1.59 -0.48 1.78

Lowest unoccupied orbital energy (Eh): 0.01528
Kohn-Sham gap (eV): 10.176
SMILES string: CCOP(=O)(OCC)C(C#N)=C(C)C

***

Entry 2:
This record from OMol25 describes C9H16NPmS5Se3Te as an isolated structure at a distorted geometry. The level of theory is ωB97M-V with the def2-TZVPD basis set.

Atoms and positions in Å:
1 C 1.50 -2.24 0.24
2 H -2.68 -2.61 0.49
3 H -3.96 -0.66 0.63
4 H 0.67 -3.59 -1.13
5 H 2.86 0.05 0.90
6 S 0.69 2.17 0.65
7 Se 0.09 -0.86 -4.36
8 Se -0.19 3.64 -2.40
9 C 1.55 1.42 2.08
10 H -1.54 -1.37 1.15
11 C 3.44 0.08 -1.53
12 S -2.53 0.99 -0.37
13 H 2.30 -2.98 0.51
14 C 0.30 -3.00 -0.34
15 Se -1.50 2.66 -4.19
16 C -0.96 2.60 1.21
17 C -3.15 -0.68 -0.08
18 S 0.92 -1.23 1.60
19 H -0.23 -3.67 0.35
20 H -1.36 0.57 1.71
21 Te 0.38 1.42 -5.37
22 H -0.95 3.17 2.15
23 H -2.77 1.68 1.79
24 C -2.15 -1.71 0.31
25 H 2.29 2.09 2.50
26 H 0.74 1.29 2.79
27 Pm 0.04 0.83 -2.09
28 H 1.82 -1.55 -0.48
29 H -3.64 -0.97 -0.99
30 S 4.96 -0.39 -1.20
31 H 2.77 -0.23 2.70
32 N 2.27 0.34 -1.64
33 C 2.22 0.04 1.78
34 C -1.88 1.42 1.28
35 H -1.31 3.25 0.42
36 S -1.02 -1.93 -1.09

Lowest unoccupied orbital energy (alpha / beta) (Eh): -0.01141 / -0.01043
2S+1: 5
⟨S²⟩: 6.007
Kohn-Sham gap (alpha / beta) (eV): 6.978 / 7.038

***

Entry 3:
This record from OMol25 describes one molecule with the formula C9H16O. The level of theory is ωB97M-V with the def2-TZVPD basis set.

Atoms and positions in Å:
1 C 0.05 1.56 -1.14
2 C -0.07 -1.44 -1.05
3 H 0.58 2.49 -0.92
4 H 2.64 -1.04 0.69
5 H -2.15 1.74 0.70
6 O 0.89 -0.04 2.21
7 C -0.27 0.84 0.16
8 C 1.47 -1.37 -1.13
9 H -0.54 -1.03 -1.95
10 H -0.87 1.81 -1.65
11 H 1.89 -2.38 -1.03
12 H -1.65 -0.83 1.99
13 C -1.12 1.70 1.07
14 C 0.74 -0.07 0.82
15 H -0.73 2.72 1.09
16 H -1.48 -2.33 1.09
17 H 2.52 0.39 -0.34
18 H 1.80 -0.98 -2.09
19 C -1.62 -1.25 0.99
20 H 1.34 0.78 2.46
21 H 0.67 0.97 -1.81
22 C -0.49 -0.66 0.19
23 C 1.97 -0.48 0.03
24 H -0.41 -2.47 -0.95
25 H -2.58 -1.07 0.50
26 H -1.13 1.32 2.08

Lowest unoccupied orbital energy (Eh): 0.03060
Kohn-Sham gap (eV): 10.018
SMILES string: CC1(C)[C@]2(O)CCC[C@]12C

***

Entry 4:
This record from OMol25 describes C9H16O as an isolated structure at a distorted geometry. The level of theory is ωB97M-V with the def2-TZVPD basis set.

Atoms and positions in Å:
1 H -1.87 -1.62 0.20
2 H -2.81 -0.65 -0.93
3 H -2.71 1.42 0.51
4 H -1.31 -1.42 -1.47
5 C 1.41 0.98 0.56
6 H 0.94 1.93 0.76
7 H -1.92 0.43 1.73
8 O 2.64 1.30 0.08
9 H 2.23 -2.18 -1.93
10 H -0.19 0.72 -2.20
11 C -1.74 1.07 0.87
12 C -1.79 -0.93 -0.64
13 H 3.17 0.49 0.02
14 H 1.41 -1.45 2.06
15 H 0.06 -0.43 2.57
16 C 2.22 -1.51 -1.07
17 H -0.22 -1.87 1.56
18 C -0.78 1.23 -1.44
19 C 0.45 -1.03 1.75
20 H -1.75 1.49 -1.88
21 H -0.26 2.14 -1.17
22 C 0.64 -0.21 0.50
23 H 3.24 -1.27 -0.74
24 C 1.14 -0.89 -0.67
25 H -1.17 1.94 1.19
26 C -1.04 0.33 -0.25

Lowest unoccupied orbital energy (alpha / beta) (Eh): 0.02455 / 0.00662
Kohn-Sham gap (alpha / beta) (eV): 8.348 / 6.904

***

Entry 5:
This record from OMol25 describes one molecule with the formula C9H16O5S. The level of theory is ωB97M-V with the def2-TZVPD basis set.

Atoms and positions in Å:
1 H -1.64 -0.01 1.86
2 H 0.36 3.55 0.84
3 H 1.19 2.28 -0.01
4 O 1.22 2.26 -2.54
5 O -0.79 1.67 -1.70
6 C 0.34 -1.62 1.71
7 H -1.52 -2.35 0.11
8 C -0.77 2.77 -0.76
9 C 0.34 1.47 -2.39
10 C -0.86 -1.69 -0.47
11 H -0.55 3.69 -1.30
12 C 0.21 2.56 0.38
13 S 2.12 -2.97 0.35
14 O 1.48 -2.37 -1.04
15 H -1.75 0.61 0.23
16 O 3.04 -1.93 0.76
17 C -1.04 0.36 1.02
18 C -0.25 1.59 1.49
19 H -0.80 2.12 2.26
20 H -1.49 -1.08 -1.12
21 H 1.11 -1.12 2.29
22 H -1.79 2.84 -0.39
23 C -0.13 -0.78 0.52
24 H 0.35 0.47 -2.85
25 H -0.50 -1.84 2.37
26 O 0.83 -2.92 1.31
27 C 0.08 -2.56 -1.32
28 H 0.66 1.22 1.98
29 H 0.75 -0.33 0.05
30 H -0.17 -3.62 -1.26
31 H -0.01 -2.29 -2.37

Lowest unoccupied orbital energy (Eh): 0.02724
Kohn-Sham gap (eV): 10.842

***

Entry 6:
This record from OMol25 describes C9H16OPZr as an isolated structure at a distorted geometry. The level of theory is ωB97M-V with the def2-TZVPD basis set.

Atoms and positions in Å:
1 O 0.73 -1.46 0.53
2 H 1.15 2.40 -2.77
3 C 0.29 -3.61 1.51
4 H -1.17 2.51 -1.33
5 H -0.01 -2.61 3.45
6 C -0.23 2.07 -1.00
7 C 0.08 1.65 0.37
8 Zr 0.48 -0.10 -1.09
9 C 0.60 -2.88 0.20
10 H 0.86 -4.54 1.57
11 H -0.78 -3.85 1.57
12 H -3.15 0.17 -1.18
13 H -0.60 1.69 1.22
14 C 1.47 1.37 0.45
15 H 3.12 1.51 -1.11
16 H -0.03 -0.60 2.24
17 H 1.56 -3.19 -0.21
18 C 0.70 -2.63 2.62
19 C 0.80 -1.26 1.96
20 H 2.05 1.18 1.34
21 C 2.05 1.56 -0.87
22 H -2.57 -1.84 -0.89
23 P -2.06 -0.53 -0.60
24 H 1.68 -2.90 3.01
25 C 1.01 2.03 -1.75
26 H -0.19 -3.00 -0.55
27 H 1.75 -0.76 2.17
28 H -2.55 -0.49 0.74

Lowest unoccupied orbital energy (alpha / beta) (Eh): -0.13826 / -0.13773
Kohn-Sham gap (alpha / beta) (eV): 5.528 / 5.575
Net charge: +1

***

Entry 7:
This record from OMol25 describes C9H17B2F2N7ReS3 as an isolated structure. The level of theory is ωB97M-V with the def2-TZVPD basis set.

Atoms and positions in Å:
1 N 0.58 1.60 2.87
2 H -1.85 3.61 -2.53
3 S -1.32 -0.38 0.11
4 H -1.41 -1.65 -2.50
5 N 3.48 -2.67 -0.61
6 H 1.52 0.88 4.56
7 H 1.88 -0.03 3.08
8 C -1.72 0.72 -1.20
9 F -2.36 -2.80 0.66
10 H -1.75 -0.94 -4.08
11 C -0.50 2.12 3.55
12 C -1.34 2.63 2.62
13 S 0.97 -3.21 0.22
14 H 4.42 -2.89 -0.91
15 N -1.96 0.36 -2.48
16 N 2.99 -4.88 -0.22
17 C -2.07 1.52 -3.21
18 N 3.07 -1.31 -0.70
19 N -0.77 2.43 1.38
20 H -3.11 -1.32 -2.99
21 C 0.38 1.80 1.56
22 H -2.51 3.45 0.44
23 B -1.43 3.08 0.11
24 N -1.64 2.04 -1.10
25 H 3.17 -1.01 -1.68
26 C 2.61 -3.62 -0.25
27 H 3.69 -0.74 -0.12
28 C 1.73 0.96 3.50
29 B -2.65 -1.69 0.04
30 S 1.56 1.29 0.35
31 H 2.33 -5.59 0.06
32 H 3.92 -5.19 -0.44
33 H 2.62 1.57 3.35
34 H -0.56 2.08 4.62
35 F -3.75 -1.47 -0.61
36 C -1.86 2.55 -2.36
37 Re 0.99 -0.92 -0.15
38 H -0.73 3.94 -0.34
39 C -2.08 -0.98 -3.04
40 H -2.29 1.50 -4.26
41 H -2.28 3.13 2.72

Lowest unoccupied orbital energy (alpha / beta) (Eh): -0.26101 / -0.24818
2S+1: 2
⟨S²⟩: 0.757
Kohn-Sham gap (alpha / beta) (eV): 7.259 / 7.233
Net charge: +2

***

Entry 8:
This record from OMol25 describes one molecule with the formula C9H17BFNO2 at a distorted geometry. The level of theory is ωB97M-V with the def2-TZVPD basis set.

Atoms and positions in Å:
1 H -1.47 -0.77 2.10
2 C 3.00 1.05 4.06
3 H -2.24 1.08 0.22
4 C -1.18 1.06 -0.05
5 F 1.77 1.57 3.87
6 C -0.79 -0.06 -3.74
7 H -0.23 -1.36 1.00
8 H 0.10 -0.85 4.07
9 H -0.94 2.06 -0.42
10 H -1.39 1.65 -2.59
11 H 0.28 -0.05 -3.53
12 N 3.04 -0.27 3.66
13 C -0.29 0.81 1.17
14 C 2.09 -0.68 2.65
15 H -0.97 0.55 -4.62
16 C -0.93 0.07 -1.19
17 H -2.56 0.34 -2.59
18 C -0.45 -0.61 1.76
19 O 3.88 1.68 4.56
20 H 0.15 -0.07 -1.29
21 H -1.41 -0.87 -0.94
22 H -0.50 1.56 1.93
23 B 0.52 -0.74 2.97
24 H -2.31 -1.59 -3.94
25 C -1.49 0.56 -2.53
26 H 3.98 -0.47 3.31
27 C -1.23 -1.50 -4.00
28 H -0.76 -2.21 -3.33
29 H 0.74 0.93 0.85
30 O 2.52 -1.08 1.59
31 H -0.94 -1.80 -5.01

Lowest unoccupied orbital energy (Eh): -0.02647
Kohn-Sham gap (eV): 9.854
SMILES string: CCCCCCCBC(=O)NC(=O)F

***

Entry 9:
This record from OMol25 describes C9H17Br4Cl3O4Sr4 as an isolated structure at a distorted geometry. The level of theory is ωB97M-V with the def2-TZVPD basis set.

Atoms and positions in Å:
1 C -2.40 -3.45 1.90
2 H -0.97 -0.90 0.47
3 C 3.66 2.63 -1.62
4 Sr -0.44 -0.15 4.53
5 O -0.61 0.42 1.97
6 H 3.97 -2.39 -2.21
7 O 2.61 2.17 -0.71
8 O 2.69 4.90 -2.26
9 Cl -6.63 -0.18 1.50
10 H 4.55 2.78 -1.00
11 H 3.85 1.69 -2.16
12 H -2.32 0.14 0.95
13 Br 4.48 -1.19 -0.13
14 Sr 0.89 4.19 -0.64
15 C -1.25 0.12 0.70
16 C -1.00 1.21 -0.45
17 O -1.10 2.61 -0.16
18 Br -0.75 -3.12 2.90
19 H -3.20 -3.85 2.52
20 H -2.69 -2.46 1.57
21 C -5.47 0.67 2.45
22 H 1.95 -1.37 -3.08
23 H -6.00 1.11 3.29
24 H 2.09 0.00 -1.97
25 C 3.79 -1.34 -1.99
26 H 4.38 4.11 -3.06
27 Br 1.21 -2.06 -0.81
28 H 4.41 -0.67 -2.58
29 C 2.31 -1.06 -2.10
30 Cl -4.19 -0.41 3.09
31 H -1.28 -4.05 0.14
32 C 3.41 3.77 -2.64
33 Sr -1.68 2.86 2.27
34 H 2.99 3.42 -3.60
35 H 0.04 0.97 -0.71
36 H -3.07 -4.43 0.15
37 Cl -4.71 1.94 1.41
38 H -1.68 0.98 -1.27
39 Sr 2.02 0.96 1.33
40 C -2.14 -4.36 0.72
41 Br -1.71 -6.21 1.27

Lowest unoccupied orbital energy (Eh): -0.54315
Kohn-Sham gap (eV): 2.225
Net charge: +4

***

Entry 10:
This record from OMol25 describes an isolated ion of composition C9H17Cl2N4 and charge +1 at a distorted geometry. The level of theory is ωB97M-V with the def2-TZVPD basis set.

Atoms and positions in Å:
1 N -1.07 1.64 0.31
2 H 0.74 -1.07 1.51
3 H -4.32 -0.86 -0.06
4 H 1.33 2.47 -1.62
5 N -0.64 2.84 2.39
6 C -3.30 -1.04 0.48
7 C -1.81 0.91 -0.80
8 H -1.22 0.98 -1.83
9 N 0.27 1.96 0.32
10 H -3.26 -2.21 0.72
11 H -2.82 2.13 1.97
12 H 1.57 -2.30 -1.81
13 H 3.19 -2.86 -1.01
14 Cl -3.48 1.71 -1.05
15 H -3.24 -0.51 1.54
16 H 2.41 2.04 -0.13
17 C 2.17 -2.34 -0.78
18 H -1.04 -1.14 0.13
19 N 0.46 2.65 1.54
20 C 2.39 -0.79 -0.18
21 Cl -1.99 -1.74 -2.07
22 C -1.98 -0.72 -0.47
23 H 0.58 -0.34 -1.51
24 H 3.56 -0.60 -0.29
25 H 2.11 0.24 1.95
26 C 1.57 0.20 -1.20
27 H 2.23 0.26 -2.20
28 C -1.72 2.14 1.58
29 C 1.87 -0.77 1.37
30 H 1.55 -3.02 -0.05
31 C 1.39 1.74 -0.68
32 H 2.50 -1.60 1.94

Lowest unoccupied orbital energy (Eh): -0.19092
Kohn-Sham gap (eV): 9.203
Net charge: +1
SMILES string: CC(C)CCn1nnc[n+]1[C@H](Cl)[C@@H](C)Cl

***

Entry 11:
This record from OMol25 describes C9H17Cl2NO2PZr as an isolated structure at a distorted geometry. The level of theory is ωB97M-V with the def2-TZVPD basis set.

Atoms and positions in Å:
1 H 3.28 4.40 -1.01
2 N -1.63 0.56 -0.03
3 C -4.50 0.27 2.14
4 H -3.53 -1.50 1.33
5 H -3.91 0.22 3.06
6 H 3.98 -0.32 -0.46
7 P 1.72 -1.20 -0.36
8 H -4.49 -0.59 0.14
9 Cl -0.91 -0.58 -2.73
10 H 3.70 3.45 -2.47
11 H 2.14 -3.41 -1.27
12 O 1.34 2.65 -0.47
13 C -2.58 0.15 0.49
14 H 1.42 -2.25 1.79
15 C 1.87 2.92 -1.55
16 H 2.69 -1.00 1.86
17 H 3.79 -1.82 -1.42
18 H 2.42 4.68 -2.58
19 Zr 0.22 0.78 -1.16
20 H 3.03 -2.59 1.12
21 C 3.33 -0.86 -1.16
22 C 2.87 3.92 -1.92
23 C 0.66 0.72 1.43
24 H 0.54 -3.32 -0.45
25 H -4.67 1.32 1.88
26 O 0.68 0.79 2.58
27 C 1.24 -2.79 -1.12
28 H -5.48 -0.18 2.35
29 Cl 1.34 1.54 -3.12
30 H 3.20 -0.25 -2.06
31 H 0.74 -2.62 -2.08
32 C 2.27 -1.81 1.26
33 C -3.79 -0.48 0.99

Lowest unoccupied orbital energy (Eh): -0.46696
Kohn-Sham gap (eV): 8.470
Net charge: +3

***

Entry 12:
This record from OMol25 describes C9H17Li2O9P as an isolated structure at a distorted geometry. The level of theory is ωB97M-V with the def2-TZVPD basis set.

Atoms and positions in Å:
1 H 5.28 -21.89 -21.69
2 H 3.16 -29.80 -30.89
3 H 5.54 -29.87 -20.07
4 O 4.72 -27.89 -22.43
5 C 1.02 -28.51 -28.65
6 O 9.26 -27.37 -27.99
7 O 7.31 -25.96 -27.19
8 C 2.37 -28.54 -27.99
9 H 3.07 -30.22 -21.06
10 C 1.16 -29.53 -29.83
11 O 7.97 -21.99 -22.95
12 O 9.54 -24.99 -27.49
13 H 6.65 -28.22 -21.79
14 C 6.82 -22.11 -22.64
15 H 1.17 -30.57 -29.49
16 H 0.71 -27.54 -29.03
17 Li 10.12 -23.87 -24.81
18 H 2.31 -28.30 -30.92
19 H 5.52 -30.39 -21.77
20 H 2.63 -27.64 -27.43
21 C 2.52 -29.16 -30.28
22 C 3.65 -29.30 -21.02
23 O 9.04 -26.36 -25.49
24 P 8.83 -26.26 -27.04
25 H 0.41 -29.46 -30.61
26 H 2.84 -27.49 -21.80
27 H 2.57 -29.33 -27.28
28 C 3.40 -28.35 -22.17
29 O 3.29 -28.86 -29.09
30 H 0.31 -28.92 -27.93
31 H 3.35 -28.83 -20.08
32 O 6.11 -22.63 -23.48
33 H 5.55 -27.52 -20.60
34 H 2.97 -28.96 -22.97
35 Li 6.47 -25.67 -24.61
36 C 5.63 -28.26 -21.40
37 C 5.11 -29.68 -21.05
38 O 6.20 -21.64 -21.56

Lowest unoccupied orbital energy (Eh): 0.14336
Kohn-Sham gap (eV): 2.555
Net charge: -2

***

Entry 13:
This record from OMol25 describes one molecule with the formula C9H17N3O5 at a distorted geometry. The level of theory is ωB97M-V with the def2-TZVPD basis set.

Atoms and positions in Å:
1 O -4.08 1.03 0.33
2 O 0.47 2.37 -1.05
3 H -5.50 -0.22 -1.22
4 C -1.12 -0.10 -0.30
5 C -3.50 0.01 -0.57
6 C 1.03 0.86 0.74
7 H -3.00 0.52 -1.41
8 H -2.29 -1.81 -0.24
9 O 4.36 -2.04 0.08
10 H -1.99 -1.62 1.94
11 C 1.16 2.21 0.10
12 H -2.58 -0.04 1.95
13 H -4.31 -1.62 -1.80
14 H -0.81 0.10 1.67
15 N 5.83 -0.30 -0.49
16 C 2.01 -0.30 0.16
17 C -4.65 -0.91 -0.96
18 H 0.06 1.51 -1.26
19 H -4.81 0.39 0.71
20 O -0.81 0.01 -1.47
21 C -2.36 -0.76 0.13
22 N -0.35 0.29 0.75
23 C 3.48 0.15 -0.21
24 H 3.76 0.98 0.59
25 H -4.79 -1.60 -0.06
26 H 1.29 0.96 1.83
27 H 3.52 0.73 -1.26
28 H 6.72 -0.82 -0.45
29 H 1.50 -0.66 -0.76
30 H 2.05 -1.23 0.83
31 N -2.56 -0.95 1.52
32 H 5.89 0.73 -0.40
33 O 1.80 3.02 0.67
34 C 4.59 -0.89 -0.08

Lowest unoccupied orbital energy (Eh): 0.01443
Kohn-Sham gap (eV): 10.228
SMILES string: C[C@@H](O)[C@H](N)C(=O)N[C@@H](CCC(N)=O)C(=O)O

***

Entry 14:
This record from OMol25 describes C9H17N3O5 as an isolated structure at a distorted geometry. The level of theory is ωB97M-V with the def2-TZVPD basis set.

Atoms and positions in Å:
1 H 3.56 -2.09 0.98
2 C -2.00 0.02 0.14
3 C 3.23 0.11 -0.57
4 H -0.50 1.69 1.54
5 H 2.92 -2.02 -1.18
6 N 2.39 -1.58 1.25
7 H -0.91 0.73 -1.76
8 H -6.21 -1.84 0.25
9 H 0.82 -0.06 -1.06
10 O -3.73 -2.17 0.24
11 H 2.93 0.43 1.61
12 H 2.92 1.06 -0.88
13 N 0.41 0.49 -0.24
14 H -1.48 -0.98 0.09
15 C -1.18 2.42 -0.18
16 C 4.71 -0.21 -0.55
17 H -1.75 0.20 1.25
18 C 1.20 0.58 0.93
19 C -4.36 -1.17 0.00
20 O -1.07 2.56 1.16
21 H 5.61 0.12 0.01
22 H -3.60 -0.48 -1.75
23 C 2.44 -0.20 0.86
24 C -3.42 -0.09 -0.54
25 O 2.61 -0.90 -1.42
26 C -1.01 1.03 -0.60
27 O -1.60 3.42 -0.90
28 H -5.97 0.01 -0.16
29 O 0.79 1.25 1.95
30 H -3.88 1.16 -0.83
31 H 4.86 -1.39 -0.65
32 H 2.10 -1.53 2.48
33 H 4.79 0.19 -1.75
34 N -5.62 -0.78 0.27

Lowest unoccupied orbital energy (Eh): -0.00800
Kohn-Sham gap (eV): 9.331

***

Entry 15:
This record from OMol25 describes one molecule with the formula C9H17NOS at a distorted geometry. The level of theory is ωB97M-V with the def2-TZVPD basis set.

Atoms and positions in Å:
1 C 1.65 0.80 -1.24
2 H 1.45 -2.32 -0.02
3 C -2.18 0.51 1.16
4 C 1.85 -1.58 -0.61
5 C -0.24 -0.49 -0.34
6 C -1.29 -1.40 -1.08
7 H -2.86 -0.42 1.31
8 H 1.32 1.15 1.48
9 H 1.87 1.33 -0.32
10 N 1.04 -0.50 -0.83
11 H -0.33 -0.69 3.20
12 C 0.93 1.44 -2.35
13 H 0.82 0.69 -3.19
14 H 0.91 -0.94 2.09
15 H -0.23 1.78 2.31
16 H -1.07 -2.42 -0.96
17 H -1.14 -1.27 -2.19
18 H -2.58 1.01 0.28
19 H -0.19 2.00 0.62
20 H -2.30 -1.39 -0.62
21 C -0.66 0.02 1.05
22 H -0.60 -1.98 2.12
23 C 0.14 1.29 1.40
24 H 2.58 0.54 -1.80
25 C -0.19 -0.95 2.20
26 S -0.69 2.02 -1.77
27 H 1.36 2.34 -2.72
28 H -2.31 1.21 1.94
29 O 2.93 -1.77 -1.13

Lowest unoccupied orbital energy (alpha / beta) (Eh): -0.01511 / -0.05404
Kohn-Sham gap (alpha / beta) (eV): 8.162 / 6.766

***

Results for calculated total energy: -974.342394 -10479.059472 -427.744770 -427.555940 -1126.896312 -815.825500 -2258.362917 -683.091528 -12452.130111 -1492.002849 -1866.120409 -1386.709243 -893.610593 -893.325042 -881.171053 (in Ha, following the order of the records).